Arrangement a

Molecular formula: C5H10NO
Method: DFT, ωB97M-V/def2-TZVPD

The orbital gap comes out at 10.98 eV. The structure (SMILES) is C=C([NH3+])CCC=O. As for the net charge: +1.

Last columns: bonded neighbours and bond lengths (Å).
Element x y z (Å)
1 O -1.9218 -0.2096 -0.9886  C2 1.203
2 C -2.0793 -0.4393 0.1821  O1 1.203, C3 1.528, H8 1.108
3 C -0.9267 -0.6599 1.1608  C2 1.528, C4 1.553, H9 1.088, H10 1.092
4 C 0.1431 0.4606 1.0503  C3 1.553, C5 1.530, H11 1.089, H12 1.096
5 C 0.8737 0.4744 -0.2938  C4 1.530, C6 1.323, N7 1.513
6 C 1.7079 1.4132 -0.7112  C5 1.323, H13 1.084, H14 1.077
7 N 0.7001 -0.7087 -1.2199  C5 1.513, H15 1.027, H16 1.018, H17 1.013
8 H -3.0939 -0.3359 0.6160  C2 1.108
9 H -0.4682 -1.6467 1.1503  C3 1.088
10 H -1.3904 -0.6479 2.1497  C3 1.092
11 H -0.3516 1.4246 1.1574  C4 1.089
12 H 0.9402 0.2048 1.7582  C4 1.096
13 H 2.0285 1.4162 -1.7463  C6 1.084
14 H 2.0494 2.2305 -0.0992  C6 1.077
15 H -0.0633 -0.5377 -1.8849  N7 1.027
16 H 0.3289 -1.4006 -0.5723  N7 1.018
17 H 1.5235 -1.0380 -1.7087  N7 1.013

=====

Arrangement b

Molecular formula: C5H10NO
Method: DFT, ωB97M-V/def2-TZVPD

The orbital gap comes out at 10.75 eV. As for the net charge: +1.

Last columns: bonded neighbours and bond lengths (Å).
Element x y z (Å)
1 C -0.8161 -0.9396 -0.9497  C3 1.465, N6 1.438, H8 1.076, H9 1.098
2 C -1.5423 1.1518 1.7486  O7 1.210, H10 1.113, H11 1.151
3 C 0.2541 -0.6189 -0.0028  C1 1.465, C4 1.443, N6 1.246
4 C 1.2133 -1.1248 0.9499  C3 1.443, H12 1.044, H13 1.092, H14 1.076
5 C 0.5172 1.1678 -1.7499  N6 1.342, H15 1.071, H16 1.067, H17 1.032
6 N 0.1915 0.0832 -1.0302  C1 1.438, C3 1.246, C5 1.342
7 O -0.4135 0.7586 1.5583  C2 1.210
8 H -1.0249 -1.8173 -1.5362  C1 1.076
9 H -1.8176 -0.5930 -0.6637  C1 1.098
10 H -1.6640 2.1349 2.2556  C2 1.113
11 H -2.5528 0.8446 1.2910  C2 1.151
12 H 1.9194 -0.3627 0.8478  C4 1.044
13 H 1.7164 -2.0100 0.5549  C4 1.092
14 H 0.8511 -1.2387 1.9570  C4 1.076
15 H 1.5628 1.2075 -1.9789  C5 1.071
16 H -0.0871 1.0673 -2.6239  C5 1.067
17 H 0.2591 2.0474 -1.2766  C5 1.032

=====

Arrangement c

Molecular formula: C5H10NO
Method: DFT, ωB97M-V/def2-TZVPD

The orbital gap comes out at 9.54 eV. As for the net charge: +1.

Last columns: bonded neighbours and bond lengths (Å).
Element x y z (Å)
1 C -3.9251 -1.4307 0.0416  N6 1.154, H8 0.985
2 C 0.0531 -1.0358 -0.5088  C5 1.450, H9 1.072, H10 1.131, H11 1.040
3 C 2.3674 -0.0327 -0.1342  C5 1.463, H12 1.107, H13 1.099, H14 1.177
4 C 0.1486 1.3384 0.2734  C5 1.534, O7 1.394, H15 1.145, H16 1.170
5 C 0.9099 0.0863 -0.1788  C2 1.450, C3 1.463, C4 1.534
6 N -2.8600 -0.9932 0.1157  C1 1.154
7 O 0.9154 2.4706 0.5437  C4 1.394, H17 0.935
8 H -4.7809 -1.9172 0.0558  C1 0.985
9 H 0.5867 -1.2365 -1.4170  C2 1.072
10 H -1.0721 -0.9312 -0.4566  C2 1.131
11 H 0.2111 -1.7905 0.1893  C2 1.040
12 H 2.7159 -1.0476 -0.4045  C3 1.107
13 H 2.4914 0.0171 0.9563  C3 1.099
14 H 2.9543 0.8175 -0.6983  C3 1.177
15 H -0.4811 0.9854 1.1615  C4 1.145
16 H -0.6392 1.6014 -0.5505  C4 1.170
17 H 0.4045 3.0987 1.0114  O7 0.935

=====

Most stable pick: arrangement a. Distance to second place: 48.8 kcal/mol.